#a
Density functional theory data (the ωB97M-V functional and the def2-TZVPD basis) for C17H18N6O10V as an isolated structure.

Geometry (Å):
1 V -0.51 -0.95 0.17
2 O 2.65 1.76 1.70
3 O -1.64 -4.44 1.71
4 O 0.30 -0.39 -1.54
5 O -0.69 -2.44 1.31
6 O -3.29 -0.08 2.15
7 O -0.70 4.00 6.13
8 O -2.73 3.44 5.62
9 O 2.99 1.76 3.83
10 O -1.99 0.32 0.45
11 O 0.44 0.16 1.37
12 N 2.24 -0.50 -2.67
13 N 1.57 1.48 -1.63
14 N -2.31 0.41 1.70
15 N -1.70 -2.25 -1.03
16 N 2.28 1.75 2.86
17 N -1.53 3.42 5.45
18 C -2.16 -2.05 -2.26
19 C -2.98 -2.96 -2.89
20 C 0.82 1.76 3.08
21 C -2.03 -3.38 -0.39
22 C 2.19 -1.95 -2.73
23 C -2.84 -4.35 -0.94
24 C -0.01 1.01 2.24
25 C 0.45 2.31 -1.19
26 C 1.37 0.19 -1.92
27 C -1.40 1.16 2.53
28 C -1.92 1.90 3.57
29 C 2.90 2.08 -1.48
30 C 0.35 2.53 4.12
31 C -3.33 -4.13 -2.23
32 C -1.45 -3.50 1.00
33 C 3.11 0.12 -3.67
34 C -1.02 2.59 4.35
35 H -3.34 -2.76 -3.89
36 H -2.98 1.96 3.77
37 H 3.11 2.80 -2.28
38 H 3.21 -2.34 -2.67
39 H 0.57 3.30 -1.64
40 H -3.07 -5.23 -0.37
41 H 1.74 -2.28 -3.67
42 H 2.92 2.60 -0.52
43 H 1.61 -2.35 -1.90
44 H -1.85 -1.13 -2.74
45 H 2.84 1.16 -3.82
46 H 2.98 -0.41 -4.61
47 H -0.49 1.88 -1.53
48 H 0.45 2.42 -0.11
49 H 3.66 1.31 -1.47
50 H 1.03 3.07 4.76
51 H -3.97 -4.86 -2.70
52 H 4.16 0.07 -3.38

Properties
* Kohn-Sham gap (alpha / beta): 7.41 / 7.73 eV
* expectation value of S²: 2.009
* 2S+1: 3
* HOMO energy (alpha / beta): -0.4619 / -0.4702 Ha
* molar mass: 517.31 g/mol
* total charge: +1

***

#b
Density functional theory data (the ωB97M-V functional and the def2-TZVPD basis) for C17H18N6O10V as an isolated structure.

Geometry (Å):
1 V -0.25 -0.69 -0.09
2 O 0.62 0.96 -4.18
3 O -0.49 0.19 -1.83
4 O -0.01 3.01 -4.32
5 O -4.24 -0.91 -0.57
6 O -2.15 -1.20 -0.27
7 O -0.09 0.71 1.07
8 O -4.88 3.05 -5.14
9 O 1.38 -1.46 -0.73
10 O -6.14 1.98 -3.75
11 O 0.06 1.42 3.20
12 N -0.13 -1.76 1.74
13 N 2.79 -0.32 -2.09
14 N -5.07 2.30 -4.21
15 N -0.19 1.85 -4.04
16 N 1.75 -2.29 -2.80
17 N -3.12 -0.64 -0.88
18 C -2.61 2.06 -4.06
19 C 1.80 -2.06 -4.24
20 C 3.90 -0.36 -3.04
21 C 1.96 -1.34 -1.88
22 C 0.04 -2.72 4.33
23 C 1.09 -3.53 -2.39
24 C -4.02 0.84 -2.54
25 C 2.77 0.83 -1.18
26 C -0.07 -3.59 3.26
27 C -1.51 1.49 -3.49
28 C -2.88 0.29 -1.94
29 C -0.01 0.54 2.40
30 C -1.56 0.61 -2.38
31 C -0.02 -0.92 2.78
32 C 0.07 -1.35 4.09
33 C -3.87 1.71 -3.58
34 C -0.15 -3.08 1.98
35 H 0.85 -2.37 -4.67
36 H 0.11 -3.10 5.34
37 H 3.71 0.29 -3.89
38 H -2.51 2.77 -4.88
39 H 1.40 -3.81 -1.39
40 H 0.15 -0.62 4.88
41 H 0.00 -3.44 -2.43
42 H 4.79 -0.01 -2.52
43 H 3.34 0.63 -0.28
44 H 1.94 -1.01 -4.46
45 H 1.75 1.10 -0.92
46 H 2.60 -2.64 -4.70
47 H -5.01 0.59 -2.19
48 H 1.40 -4.31 -3.08
49 H -0.24 -3.72 1.11
50 H -0.09 -4.66 3.41
51 H 4.08 -1.37 -3.37
52 H 3.22 1.67 -1.71

Properties
* Kohn-Sham gap (alpha / beta): 7.61 / 7.85 eV
* expectation value of S²: 2.010
* 2S+1: 3
* HOMO energy (alpha / beta): -0.4597 / -0.4685 Ha
* molar mass: 517.31 g/mol
* total charge: +1

***

Which of them is most stable, and which least? Most stable: #b; least stable: #a.

***

#a
Density functional theory data (the ωB97M-V functional and the def2-TZVPD basis) for a 5-piece molecular cluster, C20H25F15O10 overall.

Geometry (Å):
1 F -2.14 3.93 22.71
2 F -3.91 -0.97 19.07
3 F -6.41 -0.38 23.17
4 F -6.22 0.36 21.04
5 F -1.94 -3.68 26.11
6 F 1.82 0.97 21.10
7 F 1.20 2.46 19.68
8 F -5.07 1.32 22.67
9 F -1.61 -5.74 25.98
10 F -0.79 4.53 21.11
11 F 1.70 0.50 18.98
12 F -2.47 5.78 21.83
13 F -5.39 -2.61 19.21
14 F -4.32 -1.99 20.94
15 F -3.39 -4.92 25.15
16 O -7.17 2.92 23.06
17 O -2.17 -3.34 19.96
18 O -2.44 3.63 19.22
19 O -4.24 3.62 20.75
20 O -1.10 0.91 19.05
21 O -1.61 -5.40 23.13
22 O -0.85 0.93 21.29
23 O -0.66 -3.28 23.78
24 O -3.52 -4.17 18.31
25 O -8.60 1.32 22.28
26 C -3.19 -3.28 19.30
27 C -3.06 3.94 20.44
28 C 1.36 -2.10 22.95
29 C -2.62 -5.22 17.91
30 C -2.06 4.51 21.52
31 C -4.05 4.10 17.49
32 C -8.31 3.29 25.16
33 C -0.40 0.92 20.07
34 C 1.15 1.19 20.02
35 C -2.06 -4.70 25.33
36 C -4.26 -2.22 19.62
37 C -3.12 3.03 18.11
38 C -7.49 1.73 22.53
39 C -1.43 -4.46 23.92
40 C -1.64 -4.91 16.79
41 C -6.25 0.73 22.36
42 C 0.30 -3.23 22.71
43 C -8.17 3.67 23.71
44 C -2.15 0.56 21.65
45 C -2.09 -0.46 22.79
46 H 1.90 -1.99 22.01
47 H -4.84 4.48 18.12
48 H -7.35 2.95 25.55
49 H -2.08 -4.62 15.83
50 H 0.76 -1.22 23.20
51 H -4.42 3.62 16.58
52 H -1.52 -1.31 22.42
53 H 0.97 -4.08 22.75
54 H -2.76 1.40 21.96
55 H -2.65 0.20 20.76
56 H -9.07 2.55 25.39
57 H -3.51 5.01 17.22
58 H 1.96 -2.27 23.84
59 H -3.64 2.15 18.51
60 H -0.97 -4.07 17.00
61 H -1.00 -5.77 16.63
62 H -1.95 -5.45 18.74
63 H -0.22 -3.08 21.76
64 H -2.35 2.70 17.41
65 H -8.41 4.20 25.75
66 H -9.08 3.71 23.11
67 H -3.24 -6.10 17.71
68 H -3.09 -0.88 22.93
69 H -1.58 -0.04 23.66
70 H -7.88 4.72 23.72

Properties
* Kohn-Sham gap: 11.73 eV
* HOMO energy: -0.4109 Ha
* SMILES: CCOC(=O)C(F)(F)F.CCOC(=O)C(F)(F)F.CCOC(=O)C(F)(F)F.CCOC(=O)C(F)(F)F.CCOC(=O)C(F)(F)F
* molar mass: 710.38 g/mol
* total charge: 0

***

#b
Density functional theory data (the ωB97M-V functional and the def2-TZVPD basis) for a 5-piece molecular cluster, C20H25F15O10 overall.

Geometry (Å):
1 F -3.33 1.68 -2.38
2 F 4.29 3.14 -1.06
3 F 0.49 3.32 0.54
4 F -4.63 2.95 -3.67
5 F 4.80 1.11 -1.62
6 F 0.34 -3.30 0.38
7 F 1.43 2.43 -1.19
8 F -1.03 -4.02 1.90
9 F -1.01 -1.92 1.36
10 F 2.80 0.62 0.69
11 F 4.38 -0.90 0.56
12 F -0.28 3.73 -1.52
13 F 5.58 2.77 -2.75
14 F 2.42 -1.23 -0.32
15 F -4.46 3.33 -1.55
16 O -1.71 1.79 0.29
17 O 7.29 1.52 -0.63
18 O 2.64 -2.56 2.10
19 O 2.26 -0.54 2.98
20 O -6.80 1.75 -2.49
21 O 6.52 3.44 0.18
22 O -5.35 0.30 -1.59
23 O -3.12 -3.37 0.27
24 O -1.59 -3.77 -1.33
25 O -0.47 0.56 -1.06
26 C 0.24 2.80 -0.69
27 C -5.70 1.41 -2.20
28 C -6.02 -1.70 -2.79
29 C -2.08 -4.80 -3.56
30 C 6.48 2.39 -0.61
31 C -0.71 1.62 -0.56
32 C -2.00 -3.41 -0.15
33 C 7.66 3.50 1.05
34 C 5.25 2.35 -1.53
35 C -4.50 2.32 -2.50
36 C -0.90 -3.18 0.86
37 C 3.08 -0.67 0.72
38 C 2.43 -1.45 5.21
39 C -3.66 1.01 1.49
40 C -2.59 -4.07 -2.30
41 C 7.55 4.63 2.04
42 C -2.50 0.65 0.63
43 C 1.51 -1.07 4.04
44 C -6.24 -0.82 -1.59
45 C 2.60 -1.38 1.98
46 H -2.91 0.19 -0.28
47 H 3.34 -1.97 4.93
48 H -2.96 -3.11 -2.67
49 H 7.60 5.64 1.65
50 H 0.73 -0.42 4.44
51 H -6.65 -2.58 -2.63
52 H 1.99 -2.11 5.96
53 H -7.28 -0.48 -1.63
54 H -1.59 -5.72 -3.25
55 H -1.81 -0.07 1.06
56 H -5.02 -2.13 -2.88
57 H -4.48 1.46 0.93
58 H 7.70 2.53 1.54
59 H 8.63 3.64 0.57
60 H 8.37 4.60 2.75
61 H -3.99 0.13 2.05
62 H -1.24 -4.23 -3.96
63 H -2.85 -4.95 -4.30
64 H 2.71 -0.53 5.73
65 H -3.35 1.74 2.24
66 H -3.47 -4.58 -1.91
67 H 6.67 4.59 2.69
68 H -6.13 -1.35 -0.65
69 H 0.89 -1.92 3.74
70 H -6.26 -1.30 -3.77

Properties
* Kohn-Sham gap: 11.56 eV
* HOMO energy: -0.4072 Ha
* SMILES: CCOC(=O)C(F)(F)F.CCOC(=O)C(F)(F)F.CCOC(=O)C(F)(F)F.CCOC(=O)C(F)(F)F.CCOC(=O)C(F)(F)F
* molar mass: 710.38 g/mol
* total charge: 0

***

Which of them is most stable, and which least? Most stable: #b; least stable: #a.

***

#a
Density functional theory data (the ωB97M-V functional and the def2-TZVPD basis) for a 3-piece molecular cluster, C2H8IN4O2 overall.

Geometry (Å):
1 I -2.61 -0.07 -1.18
2 O 2.42 2.21 -2.46
3 O 0.71 -1.86 3.30
4 N -0.37 -0.54 1.78
5 N 0.69 2.45 -1.01
6 N -0.84 -2.78 1.92
7 N 0.61 0.79 -2.59
8 C 1.31 1.80 -2.07
9 C -0.11 -1.74 2.39
10 H -0.75 -3.67 2.37
11 H -0.25 2.25 -0.72
12 H 0.86 0.32 -3.44
13 H -0.01 0.33 2.11
14 H -0.26 0.48 -2.16
15 H -1.12 -0.52 1.11
16 H 1.26 3.14 -0.56
17 H -1.53 -2.62 1.20

Properties
* Kohn-Sham gap: 8.18 eV
* HOMO energy: -0.1764 Ha
* molar mass: 247.02 g/mol
* total charge: -1

***

#b
Density functional theory data (the ωB97M-V functional and the def2-TZVPD basis) for a 3-piece molecular cluster, C2H8IN4O2 overall.

Geometry (Å):
1 I 0.89 0.92 0.56
2 O -6.09 1.40 4.35
3 O 5.59 -0.69 -4.93
4 N 5.03 -1.54 -2.92
5 N -4.78 -0.07 3.33
6 N -3.96 1.85 3.84
7 N 3.60 -0.90 -4.44
8 C -5.02 1.06 3.78
9 C 4.79 -1.02 -4.10
10 H -5.42 -0.85 3.45
11 H 3.32 -0.20 -5.11
12 H -4.10 2.67 4.42
13 H -3.94 -0.11 2.79
14 H 2.83 -1.17 -3.85
15 H 5.96 -1.69 -2.55
16 H -3.03 1.50 3.67
17 H 4.35 -1.15 -2.29

Properties
* Kohn-Sham gap: 6.71 eV
* HOMO energy: -0.1410 Ha
* molar mass: 247.02 g/mol
* total charge: -1

***

Which of them is most stable, and which least? Most stable: #a; least stable: #b.

***

#a
Density functional theory data (the ωB97M-V functional and the def2-TZVPD basis) for one molecule with the formula C6H9FS.

Geometry (Å):
1 S -0.33 -1.65 1.25
2 F 0.69 1.41 2.14
3 C -0.23 0.04 0.45
4 C -0.49 1.14 1.46
5 C -0.31 -0.85 -1.73
6 C 1.18 0.17 -0.17
7 C -1.16 -0.04 -0.78
8 C 0.98 -0.68 -1.42
9 H 1.82 -1.02 -2.02
10 H -0.83 2.07 0.91
11 H -1.25 0.98 -1.23
12 H 0.78 -1.48 1.97
13 H -2.14 -0.44 -0.51
14 H -0.75 -1.44 -2.54
15 H 1.95 -0.24 0.45
16 H 1.37 1.23 -0.40
17 H -1.28 0.79 2.16

Properties
* Kohn-Sham gap: 9.73 eV
* HOMO energy: -0.3263 Ha
* SMILES: FCC1(S)CC=CC1
* molar mass: 132.20 g/mol
* total charge: 0

***

#b
Density functional theory data (the ωB97M-V functional and the def2-TZVPD basis) for one molecule with the formula C6H9FS.

Geometry (Å):
1 S 2.73 0.44 -1.68
2 F 0.85 -1.24 -0.08
3 C -1.85 -0.57 -1.06
4 C -1.38 0.25 1.30
5 C 0.06 0.65 1.06
6 C 2.40 0.49 0.14
7 C -2.19 -0.27 0.39
8 C 1.03 0.00 0.44
9 H 2.52 1.51 0.47
10 H -1.49 -1.61 -1.23
11 H -1.08 0.14 -1.46
12 H 3.13 -0.15 0.63
13 H -2.78 -0.51 -1.64
14 H -3.19 -0.52 0.72
15 H 0.39 1.62 1.51
16 H 2.66 -0.87 -1.75
17 H -1.81 0.63 2.24

Properties
* Kohn-Sham gap: 9.70 eV
* HOMO energy: -0.3247 Ha
* SMILES: C/C=C\C=C(/F)CS
* molar mass: 132.20 g/mol
* total charge: 0

***

Which of them is most stable, and which least? Most stable: #a; least stable: #b.

***

#a
Density functional theory data (the ωB97M-V functional and the def2-TZVPD basis) for C35H30Br2HgN7O3S4 as an isolated structure.

Geometry (Å):
1 Hg 0.25 -0.69 0.26
2 Br -7.18 -1.90 1.03
3 Br -3.62 -2.12 -5.92
4 S 1.88 -2.29 -1.55
5 S 2.13 -5.03 -0.31
6 S -0.39 0.68 3.63
7 S 0.63 -2.92 1.08
8 O -3.44 3.96 1.66
9 O -1.85 0.96 0.12
10 O -4.37 1.38 -0.76
11 N 0.72 1.36 -0.36
12 N 0.34 2.94 2.46
13 N -0.22 2.16 -1.00
14 N -1.90 2.45 2.34
15 N -2.58 -1.61 0.46
16 N 2.95 0.19 0.90
17 N -1.50 -1.05 -1.94
18 C -2.06 3.92 -2.01
19 C -0.88 -0.87 -3.10
20 C -3.40 -1.88 -3.10
21 C 1.60 -3.43 -0.31
22 C 2.66 4.61 1.33
23 C -3.11 -1.63 1.67
24 C -3.38 -1.66 -0.59
25 C -2.46 3.69 2.34
26 C 1.73 2.80 2.88
27 C -4.77 -1.76 -0.47
28 C -1.51 4.40 4.58
29 C -1.05 5.39 5.43
30 C 1.98 1.72 -0.65
31 C 5.34 -0.07 1.07
32 C -2.93 4.81 -2.61
33 C -4.29 4.54 -2.59
34 C -5.29 -1.79 0.81
35 C 2.43 4.15 2.77
36 C -3.86 2.51 -1.35
37 C -1.37 7.03 3.71
38 C -0.62 2.08 2.79
39 C 4.03 -0.39 1.41
40 C -4.74 3.39 -1.97
41 C -2.48 2.76 -1.36
42 C 3.12 1.14 -0.08
43 C -2.73 -1.53 -1.93
44 C 4.43 1.52 -0.48
45 C -2.75 -1.67 -4.30
46 C -1.46 1.87 -0.69
47 C -4.47 -1.72 1.91
48 C -1.47 -1.15 -4.32
49 C -1.86 6.04 2.86
50 C -1.91 4.72 3.29
51 C -0.97 6.70 4.99
52 C 5.52 0.93 0.09
53 H 3.21 5.56 1.31
54 H 1.72 4.77 0.80
55 H -5.42 -1.78 -1.33
56 H -1.31 8.06 3.36
57 H -1.54 3.36 4.90
58 H -0.99 4.10 -2.01
59 H -2.29 1.77 1.65
60 H -2.55 5.70 -3.10
61 H 6.17 -0.59 1.52
62 H 4.54 2.27 -1.26
63 H 6.52 1.22 -0.22
64 H -2.41 -1.54 2.50
65 H -0.59 7.47 5.65
66 H 1.85 4.89 3.33
67 H 1.72 2.46 3.91
68 H -5.33 1.45 -0.77
69 H 0.13 -0.49 -3.04
70 H -4.87 -1.71 2.92
71 H 2.10 2.53 -1.37
72 H -0.73 5.13 6.43
73 H -5.81 3.16 -1.95
74 H 3.22 3.87 0.77
75 H -5.00 5.22 -3.05
76 H -0.94 -0.99 -5.25
77 H 0.16 3.53 1.65
78 H 3.84 -1.16 2.15
79 H 2.21 2.03 2.28
80 H -2.20 6.28 1.86
81 H 3.40 4.06 3.28
82 H -4.39 -2.31 -3.09

Properties
* Kohn-Sham gap (alpha / beta): 3.62 / 4.75 eV
* expectation value of S²: 0.774
* 2S+1: 2
* HOMO energy (alpha / beta): -0.0039 / -0.0456 Ha
* molar mass: 1085.34 g/mol
* total charge: -2

***

#b
Density functional theory data (the ωB97M-V functional and the def2-TZVPD basis) for C35H30Br2HgN7O3S4 as an isolated structure.

Geometry (Å):
1 Hg 1.99 1.34 0.02
2 Br -4.71 3.16 -1.51
3 Br -1.46 -3.69 -3.42
4 S 2.94 3.75 0.15
5 S 2.97 5.06 2.82
6 S 2.02 2.26 2.52
7 S 0.08 -3.21 2.62
8 O -3.69 -2.10 -0.26
9 O 1.48 1.56 -2.55
10 O 3.37 -0.85 -5.43
11 N 3.44 -0.04 -1.70
12 N -1.84 -2.39 1.00
13 N 3.88 -0.45 0.96
14 N 0.56 -0.61 -0.56
15 N -0.46 1.86 -0.13
16 N 3.13 -0.01 -3.01
17 N -1.02 -0.78 2.43
18 C -1.74 1.89 3.69
19 C 5.84 -1.71 0.45
20 C -3.88 -1.95 3.21
21 C -0.91 3.07 0.14
22 C -5.37 0.35 2.76
23 C -0.62 -0.29 -1.17
24 C -3.87 -1.34 1.95
25 C 0.59 0.48 -7.32
26 C 6.08 -1.90 1.80
27 C 1.62 0.67 -4.74
28 C 2.66 3.74 1.86
29 C -0.67 -2.43 -2.23
30 C 1.04 -1.84 -0.71
31 C 0.46 -2.83 -1.49
32 C -2.50 1.38 -1.31
33 C -5.39 -0.25 4.00
34 C 2.09 0.80 -3.31
35 C 4.42 -0.78 -1.36
36 C -2.16 3.53 -0.25
37 C -3.13 -1.93 0.80
38 C 5.20 -1.35 2.72
39 C -4.65 -1.41 4.22
40 C -1.20 0.99 -0.87
41 C -1.32 0.63 4.42
42 C -4.63 -0.20 1.72
43 C -2.94 2.62 -0.98
44 C -0.95 -2.05 2.03
45 C -0.36 -0.25 3.62
46 C 2.26 -0.14 -5.69
47 C -1.22 -1.19 -2.09
48 C 0.47 1.36 -5.10
49 C 1.73 -0.22 -6.98
50 C -0.05 1.28 -6.38
51 C 4.11 -0.63 2.25
52 C 4.72 -0.97 0.06
53 H 3.40 -0.16 2.92
54 H -2.11 -0.93 -2.63
55 H -2.35 1.68 2.81
56 H -2.21 0.05 4.70
57 H -3.13 0.71 -1.88
58 H -2.51 4.52 0.00
59 H 0.51 0.35 3.33
60 H 2.23 -0.86 -7.70
61 H 3.54 -0.69 -4.44
62 H -0.95 1.82 -6.64
63 H -4.62 0.25 0.74
64 H 5.01 -1.31 -2.10
65 H 0.01 1.97 -4.34
66 H -3.27 -2.83 3.39
67 H 5.35 -1.47 3.79
68 H -0.86 2.45 3.36
69 H 6.51 -2.12 -0.30
70 H -1.44 -2.96 0.27
71 H -2.34 2.54 4.34
72 H -0.02 -1.10 4.20
73 H -0.23 3.71 0.70
74 H -5.94 1.26 2.59
75 H -4.66 -1.88 5.20
76 H -0.81 0.89 5.35
77 H -1.48 -0.12 1.83
78 H 6.95 -2.46 2.13
79 H -5.97 0.18 4.81
80 H 1.95 -2.05 -0.17
81 H 0.91 -3.80 -1.59
82 H 0.18 0.39 -8.33

Properties
* Kohn-Sham gap (alpha / beta): 4.31 / 5.42 eV
* expectation value of S²: 0.772
* 2S+1: 2
* HOMO energy (alpha / beta): -0.0179 / -0.0589 Ha
* molar mass: 1085.34 g/mol
* total charge: -2

***

Which of them is most stable, and which least? Most stable: #b; least stable: #a.